# 1
This record from the Open Molecules 2025 dataset describes one molecule with the formula C6H12O. The level of theory is ωB97M-V/def2-TZVPD.

The molecular weight comes out at 100.16 g mol⁻¹. For the energy relative to the best compared isomer or geometry (same formula, charge and spin), the calculation gives 3.843 eV. As for the LUMO energy: 0.55 eV. The calculation puts the HOMO energy at -0.305 Eh. The orbital gap comes out at 0.325 Ha. For the electronic energy, the calculation gives -310.9180 a.u.

XYZ file:
```
19
Properties=species:S:1:pos:R:3:forces:R:3
C 2.3714 0.3368 -0.3394 0.024 0.029 -0.048
C 1.2559 -0.2183 0.5281 -0.059 0.010 -0.347
O 1.7666 -0.2692 1.8491 -0.145 -0.118 0.229
C -0.0091 0.6445 0.4797 0.031 0.031 0.163
C -0.7195 0.5922 -0.9106 -0.056 0.066 -0.141
C -2.1106 0.5680 -0.4103 0.225 -0.331 -0.065
C -2.6098 -0.8258 -0.2799 0.027 0.019 0.096
H 2.0792 0.3678 -1.3939 0.021 -0.009 0.152
H 3.2651 -0.2856 -0.2409 -0.126 0.070 -0.033
H 2.6244 1.3520 -0.0145 -0.048 -0.130 -0.037
H 0.9994 -1.2348 0.1822 0.041 0.149 0.071
H 1.0914 -0.6660 2.4143 0.166 0.083 -0.019
H 0.2355 1.6788 0.7371 -0.043 -0.139 -0.044
H -0.3809 -0.3047 -1.4616 -0.103 0.083 0.124
H -0.4648 1.4882 -1.4845 -0.058 -0.124 0.120
H -0.6853 0.2933 1.2759 0.054 0.022 -0.108
H -1.8787 -1.6508 -0.3568 -0.063 0.182 -0.008
H -3.2761 -0.8942 -1.1590 0.062 0.043 0.050
H -3.2678 -0.9719 0.5831 0.048 0.065 -0.155
```
Positions in Å, forces in eV/Å.

=====

# 2
This record from the Open Molecules 2025 dataset describes an isolated ion of composition C4H5O2S and charge -1. The level of theory is ωB97M-V/def2-TZVPD.

The molecular weight comes out at 117.15 g mol⁻¹. For the energy relative to the best compared isomer or geometry (same formula, charge and spin), the calculation gives 4.653 eV. As for the LUMO energy: 3.84 eV. The calculation puts the HOMO energy at -0.116 Eh. The orbital gap comes out at 0.257 Ha. For the electronic energy, the calculation gives -703.9660 a.u. The total charge is -1.

XYZ file:
```
12
Properties=species:S:1:pos:R:3:forces:R:3
C 0.4921 0.2128 0.9477 0.601 -1.589 -2.299
C -0.4998 -0.4535 0.3034 1.209 3.198 -1.399
C 1.3573 0.8058 -0.1974 -1.003 -1.750 1.582
C 0.3476 0.5341 -1.3337 -0.884 -0.769 1.182
O -2.1256 -2.4525 0.1051 -0.159 -1.488 -0.844
O -3.0394 -0.4620 1.1356 -0.010 0.405 0.148
S -1.8981 -1.3975 1.0804 0.258 0.829 0.338
H 0.8062 0.1241 1.9749 -0.130 0.015 0.490
H 1.5930 1.7524 0.1913 0.548 1.969 -0.608
H 2.2864 0.2310 -0.3963 -0.259 0.401 0.390
H 0.7665 -0.3554 -1.8705 -0.865 1.210 -0.320
H -0.0861 1.4607 -1.9406 0.694 -2.431 1.340
```
Positions in Å, forces in eV/Å.

=====

# 3
This record from the Open Molecules 2025 dataset describes one molecule with the formula C13H14N2O4. The level of theory is ωB97M-V/def2-TZVPD.

The molecular weight comes out at 262.26 g mol⁻¹. As for the SMILES: NC(=O)CCc1ccc(CCO)c2c1C(=O)NC2=O. For the energy relative to the best compared isomer or geometry (same formula, charge and spin), the calculation gives 0.000 eV. As for the LUMO energy: -0.39 eV. The calculation puts the HOMO energy at -0.354 Eh. The orbital gap comes out at 0.340 Ha. For the electronic energy, the calculation gives -914.2687 a.u.

XYZ file:
```
33
Properties=species:S:1:pos:R:3:forces:R:3
N -3.4533 -0.4852 0.8904 -0.012 -0.660 -0.588
C -3.5516 -0.0266 -0.4542 0.325 -0.445 0.196
O -4.0226 1.0348 -0.7257 -0.496 0.610 -0.025
C -3.0444 -0.9405 -1.5597 -0.104 -0.032 -0.160
C -1.7795 -0.3975 -2.2187 0.145 -0.037 0.188
C -0.5798 -0.4455 -1.3081 0.022 0.188 0.117
C -0.0642 -1.6541 -0.8333 0.117 0.175 0.065
C 1.0518 -1.6973 -0.0072 0.189 0.254 0.138
C 1.7324 -0.5452 0.3953 -0.091 0.115 -0.045
C 2.9561 -0.5947 1.2700 -0.390 0.222 -0.057
C 2.6242 -0.2036 2.7260 0.228 0.212 -0.380
O 3.6274 0.6366 3.2709 0.003 -0.253 0.246
C 1.2109 0.6598 -0.0743 -0.182 -0.533 -0.004
C 0.0926 0.7035 -0.9016 -0.019 -0.145 0.172
C -0.1654 2.1460 -1.2138 0.336 -0.169 0.138
O -1.1553 2.6596 -1.6259 -0.267 0.124 -0.543
N 1.0180 2.8893 -0.8243 -0.634 -0.480 0.101
C 1.6789 2.0531 0.1425 -0.127 -0.009 -0.550
O 2.3812 2.4745 1.0075 0.666 0.076 0.319
H -4.3745 -0.8058 1.1806 -0.009 0.493 0.365
H -2.8689 -1.3155 0.8947 -0.002 0.002 0.171
H -3.8333 -0.9352 -2.3086 -0.121 0.000 -0.077
H -2.9444 -1.9717 -1.2254 0.210 -0.053 0.093
H -1.5627 -0.9649 -3.1223 -0.016 -0.095 -0.083
H -1.9746 0.6294 -2.5043 -0.013 0.142 -0.110
H -0.5247 -2.5886 -1.1253 -0.085 -0.039 -0.067
H 1.4375 -2.6425 0.3483 -0.049 -0.182 -0.102
H 3.6698 0.1363 0.9040 0.185 0.065 0.008
H 3.4082 -1.5802 1.2089 0.097 -0.109 0.045
H 1.6718 0.3217 2.7239 -0.191 -0.076 0.141
H 2.5443 -1.1054 3.3282 -0.092 -0.038 0.197
H 3.2362 1.5017 3.4093 0.121 0.111 -0.139
H 1.5579 3.0534 -1.6677 0.259 0.564 0.231
```
Positions in Å, forces in eV/Å.

=====

# 4
This record from the Open Molecules 2025 dataset describes a 2-piece molecular cluster, C3H10S overall. The level of theory is ωB97M-V/def2-TZVPD.

Its spin multiplicity is 2. The molecular weight comes out at 78.18 g mol⁻¹. For the energy relative to the best compared isomer or geometry (same formula, charge and spin), the calculation gives 0.494 eV. As for the LUMO energy (spin up / spin down): 3.91 / 3.83 eV. The calculation puts the HOMO energy (spin up / spin down) at 0.042 / -0.196 Eh. The orbital gap (spin up / spin down) comes out at 0.102 / 0.337 Ha. For the electronic energy, the calculation gives -518.4046 a.u. The total charge is -1.

XYZ file:
```
14
Properties=species:S:1:pos:R:3:forces:R:3
S 0.0948 2.9138 -2.7159 -0.689 0.293 -0.561
H -0.7408 2.4805 -1.7262 0.116 -0.019 0.089
H 1.2176 2.5195 -2.1272 0.569 -0.263 0.464
C -0.7220 -1.2111 -0.4864 1.493 -2.005 2.473
C -0.0441 -0.1479 0.5164 -1.508 -1.004 -1.721
C 0.6347 -0.6122 1.7679 -1.133 -2.479 -0.483
H -1.0947 -2.1304 0.1018 0.856 0.998 -0.673
H -0.0671 -1.5780 -1.3240 -0.403 0.495 0.959
H -1.6237 -0.8835 -0.8872 -1.420 1.213 -0.968
H -0.7848 0.5945 0.7750 -0.263 0.349 -0.187
H 0.6795 0.3183 -0.1285 0.413 0.668 0.039
H 1.1191 0.1959 2.1858 1.516 1.679 0.930
H 0.0317 -1.0530 2.5843 -0.328 0.231 -0.606
H 1.2997 -1.4064 1.4641 0.782 -0.157 0.245
```
Positions in Å, forces in eV/Å.

=====

# 5
This record from the Open Molecules 2025 dataset describes a 2-piece molecular cluster, H2N4O2 overall. The level of theory is ωB97M-V/def2-TZVPD.

The molecular weight comes out at 90.04 g mol⁻¹. For the energy relative to the best compared isomer or geometry (same formula, charge and spin), the calculation gives 6.758 eV. As for the LUMO energy (spin up / spin down): -0.66 / -0.66 eV. The calculation puts the HOMO energy (spin up / spin down) at -0.346 / -0.311 Eh. The orbital gap (spin up / spin down) comes out at 0.322 / 0.287 Ha. For the electronic energy, the calculation gives -370.3758 a.u.

XYZ file:
```
8
Properties=species:S:1:pos:R:3:forces:R:3
N -0.3441 1.3056 -0.1623 -1.544 2.415 -3.112
N 0.5309 0.5728 0.2666 2.681 -1.307 3.881
N 1.5417 0.0008 -0.1616 -0.028 0.617 -1.669
N 2.5571 -0.4555 -0.3431 -0.473 -0.134 0.280
O -1.5579 -0.7567 0.0491 -1.310 -0.510 -0.643
O -0.3929 -1.1911 0.4690 1.601 -1.428 1.501
H -0.7103 1.8512 0.6139 -0.141 -0.296 0.256
H -1.6245 -1.3272 -0.7316 -0.785 0.644 -0.493
```
Positions in Å, forces in eV/Å.